C23H39BBrF7I2N6O8PS | ωB97M-V with the def2-TZVPD basis set

Atoms and positions in Å:
I: 2.4849 2.3723 2.7927
I: 0.4928 -3.0232 3.3757
Br: 2.3279 4.6710 -0.5251
S: 6.3791 -0.6110 -6.2126
P: -0.4155 -2.9235 0.9674
F: 2.9600 -0.7314 -0.8197
F: 4.7439 -0.2830 -2.5821
F: 3.3601 1.2420 -3.5274
F: 2.4958 -2.0945 -2.4624
F: 0.6390 1.0311 -2.8971
F: 0.5994 -1.0373 -3.4237
F: 3.4589 -0.8564 -4.3352
O: -2.6532 2.2369 2.7291
O: 6.5854 -0.8664 -4.7725
O: 5.6891 -1.7625 -6.8258
O: 7.6857 -0.4142 -6.8672
O: 5.5514 0.6009 -6.3790
O: -0.2766 4.3374 2.4829
O: -1.8193 -3.7212 0.2704
O: -3.0384 -0.6839 2.9518
N: -0.0394 -0.5946 -1.1793
N: 1.0482 0.7636 0.6368
N: -1.8104 -1.5952 4.8770
N: 2.5796 -0.3812 4.8033
N: -0.7236 -1.1222 1.1006
N: -0.4378 1.9096 2.4599
C: 2.2417 2.6534 -0.8469
C: 0.8448 -0.1405 2.9754
C: -4.3421 -0.7466 -4.0845
C: 0.1054 -0.3136 0.1747
C: -0.3618 -1.0595 2.5560
C: -2.3040 1.9131 0.3987
C: 3.4504 -0.0773 -3.1488
C: -6.5873 -1.4240 -2.8272
C: 0.9689 -3.3729 -0.2246
C: -1.7353 1.9704 1.8732
C: -2.1517 -0.4209 -2.7073
C: 0.7221 1.1880 2.0647
C: 0.9740 2.0451 -0.0967
C: -0.3104 3.2489 3.1243
C: 3.7022 2.1627 -0.4874
C: -5.6955 -1.6297 -4.1710
C: 0.8798 -0.1977 -2.2362
C: -1.2295 -1.3597 -1.7232
C: 2.4056 -0.6840 -2.1075
C: -0.3961 3.4741 4.7265
C: -3.7118 -0.8836 -2.6031
C: 1.1457 0.0474 4.5217
C: 3.2249 0.5073 5.8172
B: -1.7258 -1.0722 3.4449
H: -2.9996 -0.4266 2.0090
H: -2.0383 0.6431 -2.3195
H: -1.8304 -0.4960 -3.7944
H: -6.1599 -2.1490 -2.0545
H: 3.8408 -0.1443 6.5412
H: -1.0332 4.4008 4.9332
H: -0.8370 2.5837 5.2775
H: 0.9408 1.0727 4.9668
H: -3.4159 2.2179 0.3498
H: -3.7714 -1.9922 -2.2893
H: 4.3476 3.0067 -0.0361
H: -6.4619 -0.3513 -2.4537
H: -2.3773 -0.8840 5.3706
H: 3.9612 1.1854 5.2583
H: 3.7721 1.3188 0.2943
H: -4.2979 -0.2667 -1.8446
H: -6.3396 -1.2636 -5.0557
H: -5.4407 -2.7399 -4.3446
H: 4.3333 1.7842 -1.3767
H: -2.4372 -2.4232 4.7901
H: -4.6515 0.3575 -4.1993
H: -1.5591 -3.9657 -0.6464
H: 1.2343 -4.4757 0.0089
H: 2.5044 1.1202 6.4535
H: 1.8896 -2.7769 0.0784
H: 0.5550 -0.6624 5.2202
H: -3.5974 -0.9994 -4.9073
H: 0.7162 -3.3517 -1.3308
H: 2.1642 2.6686 -1.9964
H: -2.0402 -1.5343 -0.9209
H: -7.6681 -1.6990 -3.0489
H: 0.6687 3.7423 5.0661
H: -2.2571 0.8956 -0.1164
H: 0.0841 1.9540 -0.8326
H: -1.7684 2.7446 -0.1991
H: 2.5739 -1.3316 5.2068
H: -0.9923 -2.3707 -2.1522
H: 0.6153 2.9758 0.4934
H: 1.7912 -0.6586 2.5496

For the HOMO-LUMO gap, the calculation gives 1.609 eV. As for the charge: -1. The molecular weight is 1068.15 g mol⁻¹. The calculation puts the LUMO energy at -1.0863 eV.